104
Properties=species:S:1:pos:R:3:mulliken_charge:R:1 method="wB97M-V/def2-TZVPD" spin_multiplicity=2 homo_lumo_gap_ev="6.71 / 6.73" s2=0.82 e_tot_ha=-5580.475574 relative_energy_ev=2.845 charge=+1
Pt 0.46 -0.40 -1.30 2.907
N 0.91 -0.88 0.97 -1.123
C 2.19 -1.52 1.30 0.477
C 2.92 -0.72 2.39 -0.512
C 4.15 -1.37 3.04 -1.361
C 3.99 -2.83 3.45 -0.903
N 4.01 -3.62 2.23 -0.243
C 3.50 -4.81 2.05 0.789
N 3.34 -5.25 0.80 -0.304
N 3.10 -5.57 3.09 -0.425
C 3.05 -1.66 0.03 -0.303
O 4.03 -2.46 0.09 -1.048
O 2.72 -0.98 -0.96 -0.494
H 0.70 -0.07 1.54 0.118
H 0.13 -1.52 1.00 0.113
H 1.99 -2.53 1.66 0.773
H 2.18 -0.49 3.17 0.654
H 3.24 0.24 1.96 -0.082
H 4.40 -0.78 3.93 0.591
H 5.00 -1.31 2.36 0.345
H 3.05 -2.98 3.99 0.435
H 4.81 -3.11 4.11 0.528
H 4.14 -3.07 1.34 0.376
H 3.55 -4.61 0.04 0.226
H 2.95 -6.14 0.58 0.150
H 3.43 -5.35 4.01 0.215
H 2.80 -6.51 2.92 0.213
Br 0.21 -6.56 -1.00 -0.246
C -0.85 -4.99 -1.07 -0.348
C -2.14 -5.05 -1.54 -0.108
C -2.87 -3.87 -1.58 -1.019
C -2.28 -2.70 -1.13 -0.341
N -1.04 -2.65 -0.66 0.107
C -0.32 -3.78 -0.64 -0.030
H -2.57 -5.99 -1.86 0.473
H -3.89 -3.86 -1.95 0.427
H -2.82 -1.76 -1.14 0.457
H 0.71 -3.71 -0.29 0.330
C 0.80 -1.78 -5.41 -0.945
S 1.90 -2.02 -4.00 0.109
O 0.97 -2.10 -2.80 -0.319
C 2.67 -0.40 -4.09 0.509
C 4.05 -0.37 -4.22 -0.514
C 4.69 0.87 -4.30 -0.618
C 3.94 2.04 -4.25 -0.517
C 2.56 1.98 -4.12 -0.733
C 1.91 0.76 -4.04 -0.127
H -0.07 -1.22 -5.06 0.190
H 0.49 -2.76 -5.77 0.383
H 1.32 -1.24 -6.20 0.438
H 4.62 -1.29 -4.26 0.424
H 5.77 0.91 -4.39 0.391
H 4.44 3.00 -4.30 0.443
H 1.98 2.90 -4.10 0.427
H 0.83 0.72 -4.02 0.374
C -6.21 -0.05 4.84 -1.549
C -5.08 0.39 3.94 0.688
C -4.10 -0.51 3.53 -1.028
C -3.04 -0.11 2.72 0.934
C -1.98 -1.11 2.35 -0.193
C -2.99 1.21 2.28 -0.277
Te -1.16 2.16 1.10 0.188
N -1.07 0.86 -0.46 -0.026
C -1.62 1.09 -1.65 0.673
O -1.21 0.35 -2.59 -0.785
C -2.62 2.16 -1.94 -0.209
C -3.77 2.32 -1.18 0.180
C -4.65 3.35 -1.46 -0.770
C -4.37 4.24 -2.49 -0.568
C -3.23 4.08 -3.26 -0.606
C -2.36 3.02 -3.00 -0.633
C 0.84 3.06 0.49 -0.068
C 1.98 2.28 0.37 -0.462
C 3.19 2.88 0.05 -0.806
C 3.26 4.25 -0.15 -0.921
C 2.10 5.01 -0.04 -0.823
C 0.87 4.45 0.29 1.065
C -0.35 5.33 0.40 -1.267
C -3.96 2.15 2.68 1.134
C -3.97 3.61 2.30 -1.918
C -4.99 1.70 3.50 -0.682
H -6.08 -1.08 5.16 0.346
H -7.17 0.02 4.32 0.331
H -6.27 0.58 5.73 0.360
H -4.15 -1.54 3.86 0.290
H -2.28 -2.12 2.63 0.195
H -1.06 -0.86 2.88 0.225
H -1.80 -1.08 1.28 -0.473
H -4.00 1.61 -0.38 0.546
H -5.55 3.47 -0.87 0.458
H -5.05 5.06 -2.69 0.415
H -3.02 4.76 -4.07 0.434
H -1.48 2.87 -3.61 0.401
H 1.94 1.21 0.49 0.745
H 4.08 2.26 -0.04 0.534
H 4.20 4.72 -0.40 0.398
H 2.16 6.09 -0.21 0.371
H -0.12 6.34 0.07 0.442
H -0.71 5.38 1.43 0.286
H -1.17 4.94 -0.21 0.216
H -3.27 3.86 1.51 0.236
H -3.73 4.23 3.17 0.383
H -4.97 3.90 1.96 0.417
H -5.75 2.42 3.82 0.445